Entry 1:
Entry from OMol25: a 2-piece molecular cluster, C32H42NO3 overall in a non-equilibrium geometry (ωB97M-V with the def2-TZVPD basis set).

ORCA input file:
```
! wB97M-V def2-TZVPD RIJCOSX def2/J DEFGRID3
* xyz 0 2
C 6.717 0.212 -1.818
C 6.752 -0.013 -3.343
C 5.400 -0.441 -3.928
C 5.497 -0.703 -5.441
C 4.788 -1.613 -3.194
C 5.603 -2.626 -2.682
C 5.058 -3.715 -2.009
C 3.687 -3.824 -1.824
C 2.860 -2.826 -2.311
C 3.406 -1.738 -3.002
C 2.415 -0.729 -3.475
O 2.518 -0.105 -4.497
C 1.236 -0.560 -2.600
C 0.708 -1.589 -1.942
C -0.510 -1.549 -1.066
C -0.817 -0.192 -0.426
C -2.189 0.440 -0.789
C -2.768 0.066 -2.127
C -4.025 -0.553 -2.170
C -4.618 -0.908 -3.378
C -3.970 -0.659 -4.582
C -2.720 -0.038 -4.551
C -2.135 0.322 -3.341
C 1.393 -2.896 -2.095
O 0.812 -3.944 -2.024
H 7.202 1.142 -1.545
H 7.181 -0.627 -1.310
H 5.692 0.263 -1.458
H 6.977 0.946 -3.800
H 7.524 -0.727 -3.618
H 4.740 0.409 -3.785
H 5.300 -1.737 -5.706
H 6.477 -0.407 -5.809
H 4.773 -0.095 -5.969
H 6.670 -2.567 -2.819
H 5.733 -4.468 -1.634
H 3.279 -4.667 -1.289
H 0.827 0.437 -2.561
H -0.303 -2.269 -0.276
H -1.357 -1.957 -1.612
H -0.822 -0.327 0.652
H -0.032 0.534 -0.608
H -2.907 0.194 -0.015
H -2.068 1.522 -0.772
H -4.544 -0.750 -1.244
H -5.592 -1.375 -3.386
H -4.422 -0.930 -5.521
H -2.211 0.161 -5.481
H -1.179 0.825 -3.366
C -3.509 0.347 6.114
C -3.027 0.312 4.649
C -1.502 0.382 4.592
C -0.951 1.756 4.967
C -1.591 2.850 4.113
C -3.121 2.817 4.107
N -3.621 1.431 3.855
O -3.618 1.157 2.592
C -3.677 3.366 5.435
C -3.639 3.741 3.009
C -3.505 -1.017 4.074
H -3.330 -0.620 6.582
H -2.993 1.079 6.730
H -4.580 0.547 6.166
H -1.169 0.134 3.578
H -1.087 -0.383 5.252
H -1.111 1.959 6.029
H 0.130 1.767 4.817
H -1.264 3.832 4.460
H -1.228 2.746 3.085
H -4.752 3.193 5.503
H -3.512 4.442 5.488
H -3.205 2.942 6.318
H -3.213 3.503 2.036
H -3.367 4.768 3.248
H -4.726 3.685 2.928
H -4.594 -1.081 4.089
H -3.108 -1.832 4.679
H -3.168 -1.171 3.051
*
```

Properties
DFT total energy = -1524.96168 Ha
LUMO level (spin up / spin down) = -0.57 / -0.57 eV
Kohn-Sham gap (spin up / spin down) = 7.9 / 8.4 eV

=====

Entry 2:
Entry from OMol25: C32H43As2Br2N5O9Ti as an isolated structure in a non-equilibrium geometry (ωB97M-V with the def2-TZVPD basis set).

ORCA input file:
```
! wB97M-V def2-TZVPD RIJCOSX def2/J DEFGRID3
* xyz 2 1
Ti -1.573 -0.708 -0.851
N 0.694 3.774 -0.750
C -0.623 3.089 -0.672
C -1.492 3.610 0.463
C -2.813 2.836 0.522
N -2.612 1.384 0.795
C -3.544 3.004 -0.803
C -2.712 2.545 -1.996
N -2.678 1.058 -2.023
C -1.330 3.197 -2.006
H 1.096 3.883 0.200
H 0.642 4.686 -1.205
H 1.366 3.090 -1.257
H -0.376 2.042 -0.473
H -1.742 4.660 0.281
H -0.959 3.567 1.414
H -3.424 3.269 1.320
H -3.528 0.959 0.927
H -2.121 1.278 1.681
H -3.785 4.061 -0.934
H -4.501 2.474 -0.788
H -3.218 2.872 -2.909
H -2.436 0.758 -2.967
H -3.635 0.724 -1.902
H -1.488 4.255 -2.238
H -0.710 2.779 -2.802
Br -3.659 -3.621 -4.115
C -3.810 -3.648 -2.253
C -4.447 -4.737 -1.616
C -4.561 -4.779 -0.256
Br -5.418 -6.239 0.550
C -4.033 -3.726 0.545
C -4.081 -3.664 1.949
C -3.529 -2.591 2.608
C -2.907 -1.584 1.875
N -2.839 -1.593 0.548
C -3.410 -2.653 -0.113
C -3.307 -2.616 -1.513
O -2.690 -1.518 -2.031
H -4.845 -5.539 -2.221
H -4.555 -4.464 2.502
H -3.553 -2.523 3.685
H -2.430 -0.755 2.383
C 2.332 -3.610 -1.956
O 1.053 -2.945 -1.921
C 0.762 -2.171 -0.876
O -0.578 -2.267 -0.569
C 1.524 -1.297 -0.199
C 2.874 -0.813 -0.509
As 4.131 -1.017 0.957
C 3.528 -2.713 1.730
C 3.130 0.290 2.124
C 1.837 0.616 2.077
As 0.418 -0.389 1.164
C 0.210 -1.768 2.538
C 1.284 1.774 2.846
O 1.370 2.936 2.510
O 0.531 1.363 3.857
C -0.018 2.364 4.736
C 4.050 1.201 2.889
O 5.104 1.573 2.456
O 3.566 1.526 4.094
C 4.410 2.412 4.857
C 2.919 0.442 -1.108
O 1.880 1.143 -1.308
O 4.027 1.044 -1.582
C 5.274 0.358 -1.729
H 2.192 -4.630 -1.604
H 3.066 -3.078 -1.356
H 2.652 -3.625 -2.995
H 4.183 -3.490 1.339
H 2.498 -2.956 1.486
H 3.660 -2.679 2.811
H 1.202 -2.027 2.898
H -0.268 -2.642 2.095
H -0.382 -1.400 3.374
H -1.084 2.455 4.538
H 0.478 3.321 4.590
H 0.139 1.999 5.746
H 3.849 2.643 5.756
H 4.624 3.312 4.285
H 5.341 1.907 5.104
H 5.809 0.886 -2.514
H 5.104 -0.680 -2.022
H 5.848 0.398 -0.805
C 0.587 -0.157 -5.822
C 1.290 -0.457 -4.493
C 0.395 -0.339 -3.355
N -0.310 -0.214 -2.458
H 1.321 -0.198 -6.623
H 0.144 0.836 -5.818
H -0.189 -0.891 -6.028
H 2.118 0.230 -4.299
H 1.694 -1.471 -4.467
*
```

Properties
DFT total energy = -12664.70464 Ha
LUMO level = -6.84 eV
Kohn-Sham gap = 4.6 eV
Energy above the lowest of the compared OMol25 structures with the same formula, charge and spin = 60.6 kcal per mole

=====

Entry 3:
Entry from OMol25: C32H43AuIN5O4S4 as an isolated structure in a non-equilibrium geometry (ωB97M-V with the def2-TZVPD basis set).

ORCA input file:
```
! wB97M-V def2-TZVPD RIJCOSX def2/J DEFGRID3
* xyz 2 1
Au -0.611 -0.416 -0.338
C -5.680 -2.151 -1.997
N -4.613 -1.204 -1.743
C -3.467 -1.144 -2.425
S -2.449 0.211 -2.105
N -3.182 -2.052 -3.336
C -1.984 -2.132 -4.131
H -6.449 -2.015 -1.242
H -5.311 -3.178 -1.927
H -6.130 -1.997 -2.983
H -4.831 -0.400 -1.171
H -3.867 -2.775 -3.510
H -1.316 -1.319 -3.859
H -2.240 -2.070 -5.190
H -1.485 -3.081 -3.939
C 1.729 4.323 0.045
C 0.421 5.011 0.438
N 0.268 5.098 1.870
C 1.015 6.112 2.598
C 2.144 5.529 3.438
C -0.517 4.284 2.599
O -0.630 4.363 3.806
C -1.328 3.224 1.896
C -2.714 3.254 2.036
C -3.459 2.190 1.560
C -2.796 1.125 0.981
N -1.474 1.098 0.835
C -0.756 2.120 1.280
H 1.746 4.155 -1.029
H 1.821 3.363 0.548
H 2.584 4.936 0.313
H -0.424 4.466 0.013
H 0.410 6.024 0.031
H 0.319 6.621 3.271
H 1.402 6.828 1.874
H 1.743 4.854 4.188
H 2.654 6.338 3.947
H 2.858 4.995 2.819
H -3.177 4.093 2.532
H -4.533 2.180 1.647
H -3.329 0.261 0.623
H 0.308 2.032 1.137
N 3.104 0.329 2.280
C 2.805 0.704 1.035
O 1.719 0.509 0.500
C 3.889 1.487 0.326
I 5.735 0.381 0.120
H 2.448 -0.200 2.832
H 4.026 0.474 2.663
H 4.139 2.377 0.899
H 3.554 1.765 -0.671
O 0.065 -1.717 -1.774
C 1.377 -2.071 -1.682
C 2.273 -0.961 -2.195
C 3.631 -0.933 -2.422
C 4.056 0.282 -2.977
C 3.019 1.145 -3.202
S 1.498 0.483 -2.749
C 1.775 -3.111 -2.727
C 1.527 -3.115 -4.083
C 2.111 -4.214 -4.725
C 2.816 -5.019 -3.869
S 2.777 -4.447 -2.261
C 1.706 -2.595 -0.316
C 0.859 -3.360 0.444
C 1.451 -3.812 1.636
C 2.744 -3.401 1.762
S 3.259 -2.453 0.429
H 4.299 -1.736 -2.175
H 5.083 0.509 -3.199
H 3.074 2.132 -3.618
H 0.931 -2.371 -4.581
H 2.028 -4.405 -5.780
H 3.347 -5.925 -4.092
H -0.138 -3.607 0.133
H 0.945 -4.423 2.362
H 3.438 -3.626 2.548
C -2.685 -2.113 3.657
C -3.708 -2.271 2.534
C -2.810 -2.660 1.365
O -1.619 -1.893 1.526
C -1.432 -1.621 2.920
H -2.494 -3.072 4.134
H -3.016 -1.411 4.417
H -4.219 -1.327 2.345
H -4.452 -3.030 2.748
H -3.228 -2.431 0.383
H -2.563 -3.730 1.413
H -1.285 -0.543 3.028
H -0.527 -2.133 3.261
*
```

Properties
DFT total energy = -3845.46529 Ha
LUMO level (spin up / spin down) = -8.87 / -8.97 eV
Kohn-Sham gap (spin up / spin down) = 3.5 / 3.4 eV
Energy above the lowest of the compared OMol25 structures with the same formula, charge and spin = 53.8 kcal per mole

=====

Entry 4:
Entry from OMol25: C32H43BrKN2O2P2 as an isolated structure in a non-equilibrium geometry (ωB97M-V with the def2-TZVPD basis set).

ORCA input file:
```
! wB97M-V def2-TZVPD RIJCOSX def2/J DEFGRID3
* xyz -1 1
K -0.078 -1.138 -0.112
C -5.106 1.542 -1.003
C -3.968 0.533 -1.139
C -3.372 0.642 -2.542
P -2.586 0.564 0.091
C -3.260 -0.293 1.590
C -2.174 -0.255 2.669
C -4.610 0.090 2.186
C -2.270 2.289 0.603
C -3.281 3.068 1.187
C -3.089 4.331 1.708
C -4.194 5.123 2.343
C -1.780 4.826 1.639
C -0.758 4.111 1.069
C -0.943 2.810 0.512
N 0.090 2.056 0.039
C 1.178 2.639 -0.533
C 1.136 3.850 -1.278
C 2.248 4.381 -1.891
C 3.505 3.773 -1.820
C 4.698 4.359 -2.518
C 3.559 2.586 -1.112
C 2.455 1.995 -0.493
P 2.547 0.345 0.263
C 3.462 0.549 1.856
C 4.574 1.594 1.888
C 2.453 0.850 2.963
C 3.674 -0.701 -0.789
C 5.194 -0.574 -0.693
C 3.233 -0.648 -2.247
H -5.862 1.368 -1.774
H -4.730 2.559 -1.136
H -5.609 1.503 -0.038
H -4.371 -0.483 -1.025
H -2.846 1.592 -2.673
H -4.159 0.593 -3.299
H -2.657 -0.155 -2.750
H -3.345 -1.327 1.232
H -1.944 0.772 2.964
H -1.228 -0.708 2.352
H -2.494 -0.796 3.563
H -4.594 1.088 2.628
H -4.877 -0.606 2.987
H -5.410 0.050 1.446
H -4.281 2.654 1.235
H -5.150 4.601 2.259
H -4.323 6.106 1.881
H -4.015 5.300 3.407
H -1.558 5.802 2.064
H 0.239 4.530 1.073
H 0.189 4.362 -1.385
H 2.137 5.304 -2.455
H 4.546 5.422 -2.719
H 4.901 3.885 -3.483
H 5.610 4.277 -1.921
H 4.515 2.080 -1.030
H 3.890 -0.446 2.038
H 4.171 2.588 1.680
H 5.363 1.412 1.161
H 5.034 1.627 2.881
H 1.912 1.778 2.757
H 2.959 0.970 3.925
H 1.702 0.066 3.069
H 3.424 -1.705 -0.421
H 5.563 0.361 -1.118
H 5.672 -1.384 -1.253
H 5.553 -0.639 0.333
H 3.460 0.320 -2.699
H 2.162 -0.811 -2.389
H 3.748 -1.423 -2.821
Br -5.596 -7.083 0.189
C -4.554 -5.563 -0.233
C -5.188 -4.378 -0.565
N -4.514 -3.271 -0.871
C -3.182 -3.338 -0.834
C -2.458 -4.479 -0.509
C -3.175 -5.628 -0.210
C -0.931 -4.508 -0.446
O -0.394 -5.612 -0.365
O -0.385 -3.364 -0.463
H -6.271 -4.330 -0.583
H -2.656 -2.423 -1.085
H -2.629 -6.532 0.025
*
```

Properties
DFT total energy = -5361.95111 Ha
LUMO level = 2.37 eV
Kohn-Sham gap = 6.0 eV
Energy above the lowest of the compared OMol25 structures with the same formula, charge and spin = 18.8 kcal per mole

=====

Entry 5:
Entry from OMol25: C32H43CaI2N3O3PSb2Te as an isolated structure in a non-equilibrium geometry (ωB97M-V with the def2-TZVPD basis set).

ORCA input file:
```
! wB97M-V def2-TZVPD RIJCOSX def2/J DEFGRID3
* xyz 1 1
Ca 0.390 -0.578 1.177
C 2.286 3.354 2.844
C 1.168 4.153 3.026
C -0.058 3.706 2.566
C -0.134 2.468 1.942
N 0.943 1.685 1.782
C 2.118 2.131 2.222
C -1.436 1.947 1.382
C -2.643 2.627 1.479
C -3.790 2.024 0.972
C -3.710 0.778 0.380
C -2.451 0.195 0.242
N -1.358 0.779 0.734
C -2.260 -1.168 -0.377
C -3.343 -1.938 -0.771
C -3.119 -3.195 -1.310
C -1.820 -3.643 -1.453
C -0.795 -2.811 -1.031
N -1.000 -1.610 -0.503
H 3.265 3.665 3.176
H 1.247 5.114 3.514
H -0.937 4.317 2.691
H 2.964 1.470 2.062
H -2.713 3.593 1.955
H -4.746 2.516 1.079
H -4.601 0.282 0.032
H -4.354 -1.585 -0.636
H -3.954 -3.812 -1.610
H -1.595 -4.613 -1.871
H 0.239 -3.129 -1.123
I 3.891 -1.436 1.442
C 3.865 -1.316 3.563
I 1.902 -1.007 4.256
H 4.495 -0.481 3.848
H 4.243 -2.252 3.957
C 3.426 3.214 -1.036
Sb 2.675 1.274 -1.545
C 4.604 0.339 -1.613
C 2.622 1.708 -3.659
C 2.278 0.517 -4.490
C 3.255 -0.447 -4.730
C 2.976 -1.609 -5.427
C 1.693 -1.820 -5.909
C 0.725 -0.851 -5.713
C 0.994 0.329 -5.021
C -0.092 1.356 -4.924
Sb -1.219 1.273 -3.083
C -2.255 -0.531 -3.577
C -2.764 2.588 -3.763
H 4.467 3.279 -1.350
H 3.359 3.420 0.030
H 2.848 3.965 -1.569
H 5.268 0.938 -2.235
H 4.530 -0.661 -2.033
H 5.026 0.276 -0.613
H 3.635 2.065 -3.853
H 1.941 2.540 -3.818
H 4.258 -0.275 -4.361
H 3.754 -2.337 -5.600
H 1.455 -2.715 -6.464
H -0.262 -0.991 -6.135
H -0.817 1.196 -5.723
H 0.283 2.372 -5.030
H -2.588 -0.481 -4.612
H -3.122 -0.642 -2.929
H -1.609 -1.395 -3.447
H -3.157 2.237 -4.716
H -2.375 3.596 -3.886
H -3.572 2.618 -3.036
C -1.042 1.138 5.981
C -1.628 -0.222 5.698
O -1.101 -0.669 4.436
P -1.803 -1.846 3.557
O -0.818 -1.886 2.390
Te -4.097 -1.494 3.318
O -1.621 -3.192 4.394
C -0.624 -4.184 4.105
C -1.100 -5.104 3.006
H -1.457 1.538 6.905
H -1.287 1.829 5.175
H 0.043 1.102 6.090
H -2.718 -0.185 5.624
H -1.352 -0.962 6.452
H -0.493 -4.728 5.041
H 0.318 -3.691 3.856
H -2.101 -5.466 3.232
H -0.435 -5.966 2.931
H -1.124 -4.596 2.040
*
```

Properties
DFT total energy = -3998.03829 Ha
LUMO level = -3.10 eV
Kohn-Sham gap = 6.1 eV
Energy above the lowest of the compared OMol25 structures with the same formula, charge and spin = 28.0 kcal per mole

=====

Which of these has the highest DFT total energy? C32H42NO3

=====

Which value of DFT total energy does entry 5 give? -3998.03829 Ha

=====

Number 2 is which compound? C32H43As2Br2N5O9Ti